{"formula": "C5H7NO", "method": "ωB97M-V/def2-TZVPD", "homo_energy_ev": -9.58, "mol_weight_g_mol": 97.1, "e_above_lowest_kcal_mol": 53.4, "smiles": "C=CC[C@H]1NC1=O", "spin_multiplicity": 1, "homo_lumo_gap_ev": 10.607, "species": ["N", "C", "O", "C", "C", "C", "C", "H", "H", "H", "H", "H", "H", "H"], "coordinates": [[-1.333, 1.076, 1.661], [-0.455, 0.041, 1.767], [-0.260, -1.007, 2.316], [1.134, -1.501, -1.058], [0.918, -0.195, -1.162], [-0.370, 0.468, -0.737], [-0.192, 0.988, 0.680], [-2.308, 0.951, 1.410], [0.359, -2.177, -0.701], [2.097, -1.942, -1.300], [1.721, 0.464, -1.492], [-1.188, -0.263, -0.760], [-0.639, 1.288, -1.414], [0.515, 1.810, 0.791]]}


{"formula": "C16H18AsBrN2O6PtS", "method": "ωB97M-V/def2-TZVPD", "homo_energy_ev": -9.01, "mol_weight_g_mol": 716.3, "spin_multiplicity": 1, "homo_lumo_gap_ev": 7.844, "species": ["Pt", "O", "As", "O", "O", "C", "C", "C", "C", "C", "C", "S", "O", "O", "O", "H", "H", "H", "H", "H", "Br", "C", "C", "C", "C", "N", "C", "H", "H", "H", "H", "C", "C", "C", "C", "C", "N", "H", "H", "H", "H", "H", "H", "H", "H", "H"], "coordinates": [[-0.137, 0.349, -0.131], [-2.964, 3.490, 1.032], [-1.680, 2.970, 0.021], [-1.651, 3.955, -1.260], [-1.957, 1.389, -0.504], [0.073, 3.004, 0.908], [0.971, 3.972, 0.488], [2.233, 4.041, 1.055], [2.597, 3.145, 2.049], [1.704, 2.163, 2.456], [0.452, 2.076, 1.868], [-0.775, 0.977, 2.637], [-1.941, 1.805, 2.824], [-0.139, 0.472, 3.823], [-1.042, -0.164, 1.700], [-2.968, 2.901, 1.801], [0.642, 4.684, -0.261], [2.926, 4.803, 0.733], [3.558, 3.235, 2.533], [1.935, 1.481, 3.260], [2.173, -2.866, 4.257], [2.482, -2.171, 2.538], [3.735, -2.254, 1.947], [3.881, -1.722, 0.676], [2.792, -1.128, 0.060], [1.592, -1.056, 0.638], [1.432, -1.578, 1.849], [4.557, -2.725, 2.461], [4.829, -1.778, 0.168], [2.870, -0.706, -0.932], [0.445, -1.516, 2.292], [0.778, 1.293, -5.241], [0.248, 1.984, -3.977], [-1.285, 2.046, -3.997], [0.824, 3.399, -3.831], [0.634, 1.239, -2.810], [0.939, 0.655, -1.851], [0.492, 1.886, -6.105], [0.349, 0.300, -5.345], [1.861, 1.206, -5.218], [-1.601, 2.640, -4.848], [-1.656, 2.522, -3.089], [-1.716, 1.052, -4.077], [0.587, 3.965, -4.727], [1.905, 3.375, -3.707], [0.366, 3.893, -2.975]]}


{"formula": "C38H46O9", "method": "ωB97M-V/def2-TZVPD", "homo_energy_ev": -7.77, "mol_weight_g_mol": 646.8, "e_above_lowest_kcal_mol": 0.0, "spin_multiplicity": 1, "homo_lumo_gap_ev": 7.925, "species": ["C", "C", "C", "C", "H", "C", "H", "H", "C", "C", "C", "C", "C", "C", "C", "C", "C", "O", "C", "C", "C", "C", "H", "H", "H", "C", "H", "H", "H", "H", "H", "H", "O", "C", "C", "C", "C", "C", "H", "C", "H", "C", "C", "H", "H", "H", "C", "H", "H", "H", "O", "C", "C", "O", "O", "H", "C", "C", "C", "C", "O", "O", "H", "C", "H", "H", "H", "H", "H", "H", "H", "H", "H", "H", "C", "O", "O", "H", "H", "H", "C", "H", "H", "H", "H", "H", "C", "H", "H", "H", "H", "H", "H"], "coordinates": [[-6.604, -0.302, -0.885], [-5.471, -0.653, -1.807], [-4.895, -1.851, -1.777], [-3.824, -2.350, -2.697], [-4.133, -3.325, -3.082], [-2.488, -2.491, -1.961], [-2.604, -3.151, -1.098], [-2.178, -1.511, -1.593], [-1.338, -3.036, -2.840], [-1.257, -2.278, -4.138], [-0.507, -1.184, -4.232], [0.304, -0.773, -3.103], [0.971, 0.451, -3.065], [1.799, 0.760, -1.961], [1.953, -0.181, -0.921], [1.333, -1.420, -0.981], [0.481, -1.692, -2.060], [-0.127, -2.889, -2.073], [1.447, -2.412, 0.145], [0.329, -2.187, 1.129], [0.301, -2.549, 2.405], [-0.885, -2.237, 3.271], [-1.299, -3.152, 3.694], [-0.588, -1.595, 4.101], [-1.661, -1.729, 2.704], [1.394, -3.305, 3.101], [1.079, -4.336, 3.266], [2.311, -3.322, 2.520], [1.601, -2.862, 4.074], [-0.529, -1.678, 0.710], [2.421, -2.308, 0.624], [1.368, -3.421, -0.268], [2.699, 0.086, 0.187], [2.987, 1.447, 0.492], [3.428, 2.151, -0.762], [4.601, 2.766, -0.901], [5.603, 2.850, 0.192], [4.919, 2.714, 1.546], [5.672, 2.672, 2.333], [4.042, 1.463, 1.620], [4.653, 0.562, 1.543], [3.174, 1.443, 2.898], [3.809, 2.086, 4.129], [3.940, 3.153, 3.979], [4.767, 1.623, 4.348], [3.147, 1.945, 4.979], [2.748, 0.012, 3.250], [1.949, 0.048, 3.987], [2.390, -0.517, 2.374], [3.592, -0.530, 3.668], [2.039, 2.238, 2.554], [1.744, 2.152, 1.178], [1.660, 3.578, 0.623], [2.260, 4.518, 1.066], [0.855, 3.668, -0.436], [0.878, 4.565, -0.808], [0.417, 1.412, 0.965], [-0.691, 2.037, 1.735], [-1.997, 1.804, 1.550], [-2.474, 0.882, 0.503], [-1.774, 0.217, -0.232], [-3.808, 0.823, 0.421], [-4.074, 0.197, -0.279], [-3.053, 2.468, 2.381], [-3.661, 1.721, 2.887], [-2.600, 3.120, 3.122], [-3.716, 3.055, 1.747], [-0.385, 2.715, 2.521], [0.158, 1.377, -0.093], [0.530, 0.378, 1.305], [4.291, 3.591, 1.707], [6.138, 3.800, 0.135], [6.341, 2.052, 0.051], [4.846, 3.203, -1.860], [2.540, 1.997, -1.933], [2.514, 2.837, -2.839], [0.819, 1.313, -4.073], [1.392, 2.099, -3.878], [-0.442, -0.595, -5.133], [-1.838, -2.657, -4.963], [-1.475, -4.538, -3.087], [-1.457, -5.068, -2.139], [-0.646, -4.887, -3.697], [-2.407, -4.753, -3.602], [-3.702, -1.676, -3.544], [-5.218, -2.567, -1.031], [-5.096, 0.427, -2.787], [-4.024, 0.455, -2.964], [-5.591, 0.258, -3.744], [-5.412, 1.399, -2.417], [-7.498, -0.089, -1.471], [-6.376, 0.588, -0.300], [-6.826, -1.120, -0.204]]}


{"formula": "C4H7BrO2S", "method": "ωB97M-V/def2-TZVPD", "homo_energy_ev": [-10.40, -9.12], "mol_weight_g_mol": 199.1, "e_above_lowest_kcal_mol": 63.4, "spin_multiplicity": 1, "homo_lumo_gap_ev": [8.356, 5.327], "species": ["C", "C", "C", "C", "O", "O", "S", "Br", "H", "H", "H", "H", "H", "H", "H"], "coordinates": [[-0.620, -0.333, 0.700], [-0.189, 0.403, -0.305], [-0.073, -1.560, 1.367], [-0.699, 1.655, -0.934], [1.217, 0.098, -2.754], [1.196, -1.800, -1.241], [1.288, -0.391, -1.350], [2.030, 1.660, 1.970], [-1.622, 0.007, 1.307], [-0.836, -1.874, 2.160], [-0.084, -2.391, 0.690], [1.035, -1.581, 1.533], [-0.007, 2.592, -0.637], [-1.682, 1.878, -0.437], [-0.953, 1.635, -2.069]]}


{"formula": "C38H72BF34N10O23S10", "method": "ωB97M-V/def2-TZVPD", "homo_energy_ev": -7.55, "mol_weight_g_mol": 2014.5, "charge": -1, "spin_multiplicity": 1, "homo_lumo_gap_ev": 8.208, "species": ["C", "C", "C", "O", "C", "N", "H", "H", "H", "H", "H", "H", "H", "H", "H", "H", "H", "H", "C", "C", "C", "O", "C", "N", "H", "H", "H", "H", "H", "H", "H", "H", "H", "H", "H", "H", "C", "C", "C", "O", "C", "N", "H", "H", "H", "H", "H", "H", "H", "H", "H", "H", "H", "H", "C", "C", "C", "N", "C", "C", "C", "C", "C", "H", "H", "H", "H", "H", "H", "H", "H", "H", "H", "H", "H", "H", "H", "H", "H", "H", "H", "C", "C", "C", "N", "C", "C", "C", "C", "C", "H", "H", "H", "H", "H", "H", "H", "H", "H", "H", "H", "H", "H", "H", "H", "H", "H", "H", "B", "F", "F", "F", "F", "C", "F", "F", "F", "S", "O", "O", "N", "S", "O", "O", "C", "F", "F", "F", "C", "F", "F", "F", "S", "O", "O", "N", "S", "O", "O", "C", "F", "F", "F", "C", "F", "F", "F", "S", "O", "O", "N", "S", "O", "O", "C", "F", "F", "F", "C", "F", "F", "F", "S", "O", "O", "N", "S", "O", "O", "C", "F", "F", "F", "C", "F", "F", "F", "S", "O", "O", "N", "S", "O", "O", "C", "F", "F", "F"], "coordinates": [[20.311, 26.772, 13.613], [20.043, 25.512, 14.383], [20.819, 25.349, 15.650], [20.468, 24.189, 16.290], [21.450, 23.743, 17.192], [18.594, 25.550, 14.765], [18.247, 24.789, 15.351], [18.336, 26.454, 15.154], [18.054, 25.484, 13.853], [19.879, 26.669, 12.638], [21.393, 26.900, 13.493], [20.003, 27.682, 14.147], [20.166, 24.591, 13.792], [20.631, 26.224, 16.275], [21.867, 25.419, 15.390], [21.096, 22.856, 17.593], [21.717, 24.464, 17.998], [22.423, 23.640, 16.705], [22.115, 16.593, 13.774], [20.786, 15.865, 13.590], [20.865, 14.461, 13.096], [20.771, 14.514, 11.698], [20.513, 13.275, 11.195], [20.227, 15.808, 14.980], [20.184, 16.680, 15.497], [19.380, 15.271, 15.027], [20.900, 15.298, 15.582], [21.958, 17.510, 14.325], [22.589, 16.717, 12.793], [22.761, 15.918, 14.394], [20.125, 16.442, 12.974], [20.096, 13.882, 13.587], [21.866, 13.990, 13.329], [20.927, 12.477, 11.785], [20.970, 13.123, 10.218], [19.450, 13.108, 11.080], [18.117, 21.607, 16.114], [17.568, 20.610, 15.117], [18.588, 20.388, 14.050], [18.175, 19.233, 13.339], [19.077, 19.059, 12.220], [17.322, 19.331, 15.784], [18.113, 19.035, 16.394], [16.471, 19.349, 16.383], [17.111, 18.562, 15.141], [18.653, 21.165, 16.952], [17.284, 22.094, 16.635], [18.798, 22.320, 15.697], [16.621, 20.943, 14.690], [19.552, 20.280, 14.541], [18.497, 21.291, 13.428], [18.830, 18.180, 11.614], [20.056, 18.912, 12.655], [18.971, 19.985, 11.632], [13.642, 16.716, 21.812], [14.711, 15.960, 21.041], [16.050, 16.548, 21.324], [17.299, 15.814, 20.854], [17.599, 14.506, 21.436], [18.448, 16.726, 21.004], [19.569, 16.118, 20.104], [18.802, 15.339, 19.043], [17.311, 15.620, 19.380], [13.658, 16.502, 22.862], [12.685, 16.455, 21.342], [13.786, 17.784, 21.570], [14.469, 16.032, 19.972], [14.735, 14.901, 21.292], [16.231, 16.594, 22.375], [16.145, 17.627, 21.028], [17.906, 14.582, 22.492], [18.398, 14.060, 20.829], [16.752, 13.849, 21.384], [18.682, 16.759, 22.083], [18.191, 17.727, 20.641], [20.166, 15.452, 20.716], [20.258, 16.890, 19.658], [19.038, 14.260, 18.990], [19.027, 15.773, 18.073], [16.682, 14.783, 19.070], [16.976, 16.567, 18.959], [16.039, 19.576, 10.387], [15.126, 18.464, 10.895], [13.637, 18.908, 11.010], [12.665, 17.756, 10.842], [12.981, 16.503, 11.488], [11.320, 18.257, 11.314], [10.204, 17.503, 10.586], [10.977, 16.945, 9.322], [12.391, 17.542, 9.413], [16.178, 20.409, 11.090], [15.637, 19.964, 9.477], [16.994, 19.029, 10.299], [15.480, 18.100, 11.856], [15.144, 17.630, 10.172], [13.324, 19.646, 10.220], [13.367, 19.345, 11.942], [13.092, 16.648, 12.535], [13.862, 16.086, 11.030], [12.159, 15.834, 11.264], [11.389, 18.331, 12.417], [11.331, 19.274, 10.924], [9.707, 16.788, 11.263], [9.446, 18.253, 10.362], [10.834, 15.842, 9.246], [10.591, 17.349, 8.375], [13.118, 16.887, 8.925], [12.461, 18.478, 8.840], [20.330, 18.517, 17.327], [21.061, 19.237, 18.321], [20.436, 18.929, 15.999], [20.854, 17.038, 17.257], [18.917, 18.356, 17.627], [16.175, 14.635, 13.557], [17.200, 14.208, 12.793], [15.675, 15.808, 12.971], [15.210, 13.769, 13.641], [16.786, 15.146, 15.242], [17.409, 16.396, 14.938], [15.679, 15.023, 16.140], [17.929, 14.047, 15.636], [17.459, 12.606, 16.207], [17.281, 12.551, 17.617], [16.603, 11.736, 15.462], [19.060, 11.828, 15.861], [19.248, 10.614, 16.381], [19.221, 11.674, 14.516], [20.093, 12.648, 16.402], [22.535, 21.765, 12.630], [23.636, 21.054, 12.681], [21.609, 20.849, 12.144], [22.130, 21.975, 13.877], [22.691, 23.306, 11.563], [22.608, 22.794, 10.236], [21.653, 24.155, 12.014], [24.141, 23.701, 11.834], [24.552, 24.555, 13.209], [24.971, 25.871, 12.881], [23.740, 24.316, 14.391], [26.183, 23.556, 13.523], [27.011, 23.799, 12.496], [26.750, 24.023, 14.609], [25.921, 22.278, 13.679], [17.675, 24.597, 19.191], [17.046, 23.413, 19.200], [17.509, 25.239, 20.309], [18.899, 24.230, 19.069], [16.891, 25.528, 17.787], [16.835, 24.550, 16.730], [15.691, 25.886, 18.441], [17.899, 26.763, 17.379], [17.843, 28.151, 18.134], [16.495, 28.740, 18.191], [18.696, 28.171, 19.264], [18.694, 29.268, 17.035], [18.980, 30.404, 17.631], [19.876, 28.884, 16.420], [17.873, 29.561, 16.044], [14.999, 20.544, 19.338], [15.858, 21.190, 18.481], [15.659, 20.393, 20.516], [13.923, 21.222, 19.428], [14.687, 18.817, 18.683], [15.935, 18.204, 18.904], [13.570, 18.343, 19.427], [14.337, 19.229, 17.076], [13.099, 18.438, 16.554], [13.008, 17.060, 16.957], [11.943, 19.204, 16.358], [13.735, 18.498, 14.856], [12.875, 17.949, 13.991], [14.113, 19.704, 14.407], [14.863, 17.711, 14.780], [14.826, 23.456, 12.508], [14.632, 22.144, 12.896], [14.093, 23.676, 11.387], [14.361, 24.134, 13.488], [16.606, 23.825, 12.075], [17.376, 23.117, 13.046], [16.628, 23.330, 10.755], [16.902, 25.345, 12.178], [16.776, 26.696, 11.198], [17.861, 27.565, 11.327], [16.137, 26.460, 9.939], [15.384, 27.514, 12.082], [14.322, 26.709, 12.284], [15.893, 27.910, 13.255], [14.976, 28.658, 11.541]]}


{"formula": "C4H13O3S2", "method": "ωB97M-V/def2-TZVPD", "homo_energy_ev": -2.26, "mol_weight_g_mol": 173.3, "charge": -1, "e_above_lowest_kcal_mol": 80.9, "spin_multiplicity": 1, "homo_lumo_gap_ev": 5.616, "species": ["O", "H", "C", "S", "O", "C", "H", "H", "H", "H", "H", "H", "C", "S", "O", "C", "H", "H", "H", "H", "H", "H"], "coordinates": [[51.354, 53.512, 40.072], [51.218, 54.429, 39.991], [51.974, 55.843, 42.193], [53.204, 54.519, 42.402], [54.404, 55.089, 43.188], [52.384, 53.755, 43.739], [51.807, 56.058, 43.292], [51.110, 55.684, 41.670], [52.336, 56.837, 41.743], [51.928, 54.292, 44.418], [52.933, 53.039, 43.996], [51.480, 53.378, 43.198], [53.540, 52.608, 36.400], [53.981, 52.695, 38.095], [55.177, 53.615, 38.071], [52.619, 53.814, 38.606], [52.710, 52.056, 36.131], [54.387, 52.483, 35.945], [53.407, 53.654, 35.837], [52.628, 54.656, 37.978], [52.691, 54.099, 39.706], [51.656, 53.382, 38.363]]}